# 1
40
Properties=species:S:1:pos:R:3:forces:R:3 method="wB97M-V/def2-TZVPD" charge=-1 energy_ha=-953.08419
H -7.261 -0.037 -0.041 -0.1814 0.0639 0.1124
H 4.106 2.562 1.443 0.0080 -0.1517 -0.0778
H 7.406 3.082 3.978 -0.0010 0.0014 0.0054
H -6.189 -1.126 0.797 0.0659 -0.2531 0.0590
H 1.093 -0.297 -0.016 -0.4032 0.0246 -0.1044
C 2.062 1.558 -0.297 -0.0106 -0.0488 0.0454
H -1.395 0.248 0.253 0.1951 -0.3425 -0.0694
H 5.707 0.810 0.701 -0.0330 -0.0082 -0.0057
N 5.007 2.437 1.875 0.0493 0.0811 0.1223
N 1.900 0.209 -0.369 0.0632 -0.1218 0.1210
H -3.598 -1.180 1.171 -0.2519 0.1543 -0.0643
H -4.646 -1.200 -3.017 0.2971 -0.0274 -0.1148
C -5.157 -1.626 -2.157 -0.2360 0.1992 0.2530
H 4.785 0.538 -1.844 -0.0027 0.0066 -0.0159
C 5.503 3.176 2.912 -0.0533 0.0109 -0.0433
H -4.602 -0.169 -0.671 0.1402 0.0653 0.2014
N -2.916 -2.430 -1.403 -0.4925 0.0888 0.7073
H -6.105 -2.020 -2.533 -0.1359 -0.1140 -0.0593
C 3.844 0.660 -1.334 0.0436 -0.0442 -0.0047
C -6.597 -0.887 -0.182 0.2513 0.4685 0.2249
H -5.865 0.332 -1.768 0.0271 0.1857 -0.0828
C 2.974 -0.347 -0.993 -0.0643 0.0337 0.0347
H 3.670 2.869 -0.994 -0.0085 0.0029 -0.0538
H -2.385 -3.268 -1.612 0.1239 0.1048 -0.0740
H -7.198 -1.715 -0.542 -0.0814 -0.2240 -0.0418
C 7.020 1.634 2.311 0.0059 -0.0121 -0.0188
Al -2.405 -1.859 0.334 0.8903 0.0833 -0.2084
C 3.262 1.876 -0.888 0.0043 0.1275 0.0103
H 7.914 1.033 2.265 0.0014 -0.0082 0.0020
C -5.499 -0.506 -1.176 -0.2953 -0.1438 -0.4967
H -4.392 -3.558 -2.362 -0.0125 -0.1918 -0.0276
H 4.925 3.972 3.351 0.0096 0.0064 0.0140
C 5.920 1.495 1.503 0.0325 -0.0036 -0.0060
H -1.810 -3.110 1.183 0.0812 -0.1207 -0.0562
H -4.817 -3.204 -0.716 -0.1604 0.1223 0.1912
H 1.311 2.178 0.163 -0.0217 0.0133 -0.0340
H 3.031 -1.411 -1.146 0.0025 -0.0053 -0.0222
C 6.756 2.704 3.207 0.0040 0.0207 0.0291
O -1.029 -0.647 0.219 -0.3281 0.1589 0.1094
C -4.332 -2.774 -1.602 0.4768 -0.2029 -0.5609


# 2
57
Properties=species:S:1:pos:R:3:forces:R:3 method="wB97M-V/def2-TZVPD" smiles="COc1ccc(-n2c(Cc3cccn3C)nnc2SCC(=O)NC2CCCC2)cc1" energy_ha=-1676.98917 relative_energy_kcal_mol=27.10
O -1.379 2.216 -2.701 0.2354 0.0878 0.2473
H -2.039 -0.361 -2.065 -0.0506 -0.0194 -0.0992
H -2.364 2.390 -4.430 -0.0188 -0.0880 0.0252
C -1.066 -0.446 -0.179 0.2602 0.1228 0.2959
C 2.528 -0.072 -4.386 0.0944 0.0551 -0.0062
N 2.563 -1.548 -1.311 0.2613 0.0758 -0.3366
H 3.785 -1.622 -5.282 0.1338 -0.0007 0.0024
C 1.277 -0.629 2.492 0.3544 0.2541 -0.3686
H -3.124 1.489 1.149 0.0084 -0.0993 -0.2218
C 3.432 -1.301 -4.304 -0.1553 -0.0518 -0.1486
H 4.302 -1.093 -3.679 0.1135 0.0045 0.0291
H 3.443 -1.057 -1.318 -0.0497 -0.0403 0.1491
C -0.311 0.233 0.764 -0.1687 0.1511 -0.6092
C 3.090 -1.917 0.995 -0.3255 0.3228 0.1491
C -0.806 -0.895 2.932 0.0472 -0.0824 -0.1798
H -1.974 1.355 6.332 -0.0113 -0.0179 -0.0379
H 0.703 2.056 1.254 -0.0011 0.0657 0.0807
H -1.759 0.746 -4.120 -0.0184 0.0184 0.0347
O 1.078 -2.701 -0.055 -0.3318 -0.2584 0.1299
C -3.107 2.857 2.898 -0.0095 0.1787 0.0894
C 0.103 1.538 0.521 -0.1421 -0.1603 -0.0804
H 1.812 -2.723 -4.353 -0.0438 -0.0318 -0.0813
C -2.200 0.609 5.572 0.0526 -0.3238 0.4053
H -3.377 3.807 2.482 -0.0445 0.2101 -0.0146
C 2.138 -2.122 -0.170 0.5082 -0.0275 0.2052
C -2.623 0.683 3.117 -0.2599 -0.1921 -0.4074
H 2.043 0.602 -2.365 -0.0786 0.0343 0.0469
H 0.038 3.176 -0.856 0.0373 0.1400 -0.0229
C 1.682 -0.113 -3.104 -0.0522 0.0400 -0.1040
C -2.287 -0.760 2.903 0.0616 0.2489 0.0693
N -0.106 -1.375 3.927 -1.0372 -0.3917 0.2951
C -2.219 1.629 -3.665 -0.1378 -0.1019 -0.1652
N 1.193 -1.218 3.649 0.9864 0.1707 -0.0654
H 3.088 -3.179 -3.217 -0.0782 -0.0841 0.0046
C -1.057 1.500 -1.590 0.0436 -0.0264 0.1853
C -2.975 1.643 2.200 -0.0805 -0.2429 0.0438
C -2.823 2.594 4.211 -0.0562 0.4700 0.0203
H 2.903 -2.632 1.794 0.0413 -0.0132 -0.1394
H -2.683 -1.081 1.940 -0.0775 -0.0222 0.1104
N -2.521 1.276 4.340 0.0259 0.0323 -0.1640
H -3.044 0.004 5.916 0.0412 0.0374 0.0282
C -0.265 2.163 -0.649 -0.0810 0.0047 -0.1728
H 0.837 -1.984 -2.293 0.1244 0.0788 -0.0395
H 0.644 0.137 -3.311 -0.0471 0.0668 0.0500
H -2.812 3.248 5.060 0.0155 0.0693 0.1862
H -2.700 -1.390 3.692 0.0278 -0.0796 -0.0993
H -1.336 -0.045 5.442 -0.0768 0.0908 0.0674
S 2.764 -0.239 1.662 0.2109 -0.2504 0.1992
C 2.536 -2.339 -3.635 0.0413 0.0280 0.0577
H -3.189 1.355 -3.240 0.0407 -0.0074 -0.0010
N 0.030 -0.394 1.976 0.0744 -0.4341 0.8140
C -1.445 0.185 -1.350 -0.2056 0.2102 -0.3038
H -1.336 -1.477 -0.008 0.0116 -0.0942 0.0292
H 4.136 -1.935 0.695 0.0398 -0.0315 -0.0211
C 1.804 -1.543 -2.543 -0.2304 -0.1822 -0.0052
H 3.094 0.854 -4.473 -0.0266 0.0609 -0.0909
H 1.883 -0.155 -5.262 0.0035 0.0253 -0.0650


# 3
74
Properties=species:S:1:pos:R:3:forces:R:3 method="wB97M-V/def2-TZVPD" energy_ha=-7302.22697 relative_energy_kcal_mol=48.22 s_squared=1.187 spin_multiplicity=2
H 3.279 0.763 -1.735 0.0861 0.0269 0.0961
O 0.871 -2.187 1.992 -0.5002 0.5439 -0.7649
H -3.818 1.492 0.297 -0.0169 -0.0449 0.0485
C 2.338 1.216 -2.034 -0.2389 -0.2945 -0.0079
H -5.701 1.924 1.831 -0.1085 -0.0014 -0.0304
O -2.806 -5.351 -1.396 0.2787 -0.3271 0.0700
C -2.421 2.617 1.465 0.3237 -0.2266 -0.4251
O 1.152 -0.911 -2.191 -0.2233 -0.0769 0.5901
N -3.712 -3.292 -1.035 0.0351 -0.4842 -0.0023
H -4.515 -1.370 -0.895 -0.0059 0.0186 0.0243
C 4.150 -2.006 3.445 0.3617 -0.0568 0.1300
H 0.106 5.163 -3.398 -0.0357 0.0262 -0.1013
C -2.222 3.387 2.605 -0.0103 -0.0304 -0.0659
O 6.114 -2.626 5.158 0.0154 -0.1293 0.3371
H -3.137 4.257 4.325 0.0175 0.0667 0.0998
O 2.653 -0.709 0.407 -1.3253 0.3505 -1.1891
C 0.229 4.715 0.425 -0.0195 -0.0370 -0.0207
H -2.773 -4.195 0.562 -0.1154 0.1514 0.0261
Se -1.572 0.752 -1.139 1.5045 -0.4299 0.9370
C -4.328 -3.184 -3.807 0.0716 0.0161 0.2555
C -4.310 -2.191 -1.568 -0.3569 0.2962 -0.9235
H -1.235 3.755 2.844 0.0412 0.0529 0.0938
H 0.510 -3.400 -1.938 0.0013 -0.1155 0.0489
C -0.368 3.745 -0.372 -0.2291 -0.5549 0.1043
N 6.477 -2.078 4.135 0.1483 -0.1621 0.3091
P -0.996 2.195 0.395 -0.0749 0.7253 0.2692
H 1.358 -2.916 -0.459 0.1349 -0.2551 -0.2115
Se 0.606 1.454 1.721 -0.4224 -1.4009 -1.2368
C 0.705 6.021 -1.531 -0.0143 -0.0154 -0.0605
H 0.599 0.732 -3.220 0.1782 -0.0907 0.0102
O -4.521 -3.202 -4.997 -0.1247 0.1081 -0.1436
C -3.288 3.654 3.443 0.0979 0.0799 0.0633
C -0.419 3.912 -1.748 -0.1211 -0.0942 0.0056
C 3.159 -1.722 2.509 -0.0441 0.5502 -0.6305
C -4.640 -2.113 -2.870 -0.0440 0.3548 0.5592
H -3.883 -2.863 1.014 0.0401 -0.0427 -0.0486
C 4.886 -0.748 1.071 -0.2325 -0.0032 -0.0332
H 2.541 2.140 -2.569 0.0030 0.1318 -0.1000
H -3.474 -5.042 -3.739 -0.0556 0.1337 0.1433
H 5.150 -0.258 0.147 0.0182 0.0606 -0.0889
C -3.675 2.096 1.183 0.0526 0.0222 -0.1364
F -5.262 -1.016 -3.336 0.1084 -0.1725 -0.0739
H 1.126 6.906 -1.983 0.0425 0.0714 -0.0322
C -1.942 -2.230 0.245 -1.0379 -0.7035 -0.3518
C 1.487 -3.163 -1.522 -0.0424 0.3371 -0.1164
H 1.206 6.611 0.465 0.0611 0.0853 0.0722
C -3.362 -4.374 -1.830 -0.2202 0.1602 0.1993
H 2.101 -0.027 -3.796 -0.1119 -0.0566 0.0781
Ru 0.344 -0.732 0.174 -1.3976 0.6996 1.6729
C 3.497 -1.046 1.280 0.3295 -0.3345 0.6893
C 0.127 5.046 -2.325 0.0128 0.0864 -0.0672
H 2.229 -2.240 -3.331 -0.0381 0.0845 0.1575
H 1.645 -2.480 3.812 -0.1084 -0.2039 -0.1010
C -4.731 2.349 2.040 -0.1237 0.0201 0.0132
H -0.880 3.152 -2.366 0.0497 -0.0110 -0.0195
H 3.043 -1.690 -1.836 -0.1665 0.0095 -0.1101
H 3.892 -2.502 4.370 -0.0015 -0.0254 0.0626
H 0.305 4.566 1.491 0.0540 0.0486 0.1080
O 7.636 -1.842 3.860 0.3234 0.0982 -0.0574
C -4.542 3.134 3.163 -0.0534 -0.0347 -0.0176
O -1.712 -1.499 1.223 1.2519 0.9850 0.1268
C 0.750 5.856 -0.156 0.0162 0.0135 0.1228
N -3.739 -4.260 -3.148 0.1131 -0.2146 -0.3017
H 6.882 -0.860 1.815 0.0048 0.0330 -0.0160
H 2.137 -4.029 -1.598 0.1317 -0.1150 0.0162
O -1.293 -2.196 -0.820 0.9655 -0.0745 -0.0304
H -5.369 3.335 3.826 -0.0686 0.0092 0.0761
C 5.471 -1.703 3.191 -0.8984 0.1065 -0.4763
C 1.811 -2.141 2.775 0.5128 -0.1173 0.3437
C 1.534 0.258 -2.901 0.0278 0.6221 -0.1419
C 2.078 -1.984 -2.272 0.4296 -0.5354 -0.0098
C -3.142 -3.203 0.290 0.5773 0.3021 0.2093
C 5.836 -1.071 1.989 0.0072 -0.0891 0.0774
H 1.768 1.448 -1.127 0.1580 0.0731 -0.1022


# 4
4
Properties=species:S:1:pos:R:3:forces:R:3 method="wB97M-V/def2-TZVPD" charge=-1 energy_ha=-2644.33768 s_squared=12.010 spin_multiplicity=7
Cl 30.248 -25.401 12.581 0.0819 0.4424 0.0235
Cl 27.259 -23.409 12.690 0.9472 -0.3771 0.6340
Fe 28.958 -24.253 14.114 -1.4630 0.2548 0.1682
Cl 28.462 -22.719 16.044 0.4339 -0.3202 -0.8257